(1)
Computed, not measured: C42H46GaIN6S2 as an isolated structure, with wB97M-V/def2-TZVPD.

Calculated values
Frontier orbital gap ... 0.24388 hartree
Total energy ... -135391.25745 eV
Lowest unoccupied orbital energy ... -0.42 eV
M ... 895.63 g mol⁻¹
Charge ... 0
E_HOMO ... -7.052 eV

Cartesian coordinates (Å):
Ga  0.05  -0.01  0.27
C  -0.35  2.42  -3.83
C  -1.17  2.12  -2.57
C  -2.64  1.89  -2.94
C  -1.02  3.22  -1.53
C  -0.94  4.54  -1.94
C  -0.75  5.56  -1.02
C  -0.63  5.25  0.32
C  -0.73  3.95  0.79
C  -0.48  3.77  2.29
C  0.99  3.37  2.50
C  -1.43  2.87  3.08
C  -0.96  2.94  -0.15
N  -1.22  1.55  0.24
C  -2.50  1.35  0.45
C  -3.27  0.16  0.56
C  -4.66  0.34  0.75
C  -5.54  -0.69  0.59
C  -5.04  -1.93  0.15
C  -3.71  -2.15  -0.04
C  -2.75  -1.13  0.24
N  -1.43  -1.29  0.14
C  -0.72  -2.43  -0.44
C  -1.31  -2.94  -1.74
C  -1.23  -4.24  -2.02
C  -0.59  -5.23  -1.16
C  -0.03  -4.91  0.00
C  -0.06  -3.51  0.54
C  -0.51  -3.48  2.03
C  0.55  -4.00  3.00
C  -1.80  -4.26  2.27
C  -1.84  -1.94  -2.74
C  -3.00  -2.47  -3.58
C  -0.71  -1.47  -3.66
H  -0.35  1.55  -4.49
H  0.68  2.67  -3.58
H  -0.78  3.25  -4.40
H  -0.79  1.19  -2.15
H  -3.07  2.80  -3.34
H  -3.24  1.58  -2.07
H  -2.72  1.10  -3.69
H  -0.99  4.78  -2.99
H  -0.68  6.59  -1.35
H  -0.45  6.05  1.04
H  -0.60  4.77  2.71
H  1.21  2.45  1.96
H  1.20  3.21  3.56
H  1.66  4.13  2.10
H  -1.28  1.81  2.86
H  -2.47  3.12  2.89
H  -1.24  3.00  4.15
H  -3.10  2.26  0.48
H  -5.01  1.33  1.01
H  -6.60  -0.54  0.74
H  -5.74  -2.74  -0.05
H  -3.36  -3.11  -0.40
H  -1.63  -4.60  -2.97
H  -0.54  -6.26  -1.51
H  0.47  -5.66  0.61
H  -0.69  -2.44  2.26
H  0.68  -5.08  2.91
H  0.21  -3.80  4.03
H  1.52  -3.54  2.86
H  -1.67  -5.32  2.04
H  -2.63  -3.89  1.68
H  -2.08  -4.18  3.32
H  -2.22  -1.07  -2.19
H  -2.66  -3.24  -4.28
H  -3.44  -1.66  -4.16
H  -3.78  -2.91  -2.95
H  -0.24  -2.33  -4.14
H  0.08  -0.94  -3.12
H  -1.10  -0.81  -4.44
N  2.40  -0.22  3.55
C  1.31  -0.65  4.31
C  1.20  -1.07  5.62
C  -0.07  -1.42  6.06
C  -1.18  -1.34  5.21
C  -1.06  -0.91  3.90
C  0.21  -0.57  3.45
N  0.65  -0.11  2.21
C  1.95  0.06  2.32
C  2.69  0.51  1.16
C  4.01  0.55  0.94
S  4.32  0.88  -0.72
C  2.62  1.24  -0.97
N  1.88  0.77  0.06
H  3.36  -0.22  3.83
H  2.06  -1.13  6.28
H  -0.20  -1.76  7.08
H  -2.16  -1.62  5.59
H  -1.92  -0.86  3.24
H  4.81  0.32  1.63
H  2.25  1.15  -1.98
I  2.57  3.80  -1.04
S  2.82  -2.91  0.63
C  1.23  -2.73  0.21
N  0.63  -1.82  -0.58

Here are the Mulliken charges for atoms 1 to 8, given in e: atom 1 (Ga): -1.174, atom 2 (C): -1.870, atom 3 (C): 2.800, atom 4 (C): -1.489, atom 5 (C): -0.059, atom 6 (C): -0.554, atom 7 (C): -1.510, atom 8 (C): -0.934


(2)
Computed, not measured: C42H46N10O3S2SiTi as an isolated structure in a non-equilibrium geometry, with wB97M-V/def2-TZVPD.

Calculated values
Frontier orbital gap (alpha / beta) ... 0.23516 / 0.23988 hartree
Total energy ... -118013.21818 eV
Energy relative to the best compared isomer or geometry (same formula, charge and spin) ... 1.021 eV
Lowest unoccupied orbital energy (alpha / beta) ... -0.14 / 0.05 eV
M ... 878.98 g mol⁻¹
Charge ... 0
E_HOMO (alpha / beta) ... -6.543 / -6.476 eV

Cartesian coordinates (Å):
Ti  -0.52  0.31  0.95
C  -1.61  -4.92  2.83
C  -1.80  -4.52  1.52
C  -1.94  -3.18  1.19
C  -1.88  -2.20  2.19
C  -1.69  -2.61  3.51
C  -1.56  -3.95  3.83
N  -1.94  -0.81  1.91
C  -2.86  -0.05  2.59
C  -4.10  -0.47  3.08
C  -4.96  0.45  3.67
C  -4.59  1.79  3.78
C  -3.35  2.22  3.34
C  -2.48  1.29  2.77
N  -1.19  1.53  2.33
N  -0.65  2.78  2.60
C  0.57  2.78  2.18
C  1.45  3.89  2.40
C  2.77  3.76  2.12
C  3.25  2.52  1.59
C  2.36  1.54  1.29
N  1.03  1.64  1.54
H  -1.49  -5.96  3.07
H  -1.84  -5.26  0.73
H  -2.08  -2.90  0.16
H  -1.63  -1.86  4.28
H  -1.40  -4.25  4.86
H  -4.40  -1.51  2.98
H  -5.92  0.12  4.03
H  -5.27  2.49  4.24
H  -3.02  3.24  3.44
H  1.03  4.79  2.83
H  3.45  4.57  2.33
H  4.31  2.34  1.47
H  2.70  0.60  0.87
C  0.59  -4.71  -3.23
Si  0.89  -2.88  -3.57
C  2.65  -2.44  -3.10
C  0.63  -2.52  -5.40
C  -0.47  -1.96  -2.62
C  -1.79  -2.19  -3.01
C  -2.87  -1.65  -2.32
C  -2.61  -0.92  -1.18
N  -1.36  -0.68  -0.79
C  -0.31  -1.12  -1.50
S  1.17  -0.48  -0.87
H  1.31  -5.33  -3.77
H  -0.41  -5.02  -3.53
H  0.70  -4.92  -2.16
H  3.33  -3.02  -3.72
H  2.86  -2.67  -2.05
H  2.87  -1.38  -3.25
H  1.35  -3.08  -6.00
H  0.77  -1.46  -5.61
H  -0.37  -2.79  -5.74
H  -1.99  -2.81  -3.88
H  -3.89  -1.84  -2.63
H  -3.39  -0.55  -0.52
N  0.71  0.27  4.09
C  1.19  -0.81  3.47
N  0.83  -1.22  2.28
C  1.39  -2.47  2.00
C  1.09  -3.30  0.92
C  1.75  -4.51  0.80
C  2.69  -4.92  1.73
C  2.97  -4.14  2.83
C  2.30  -2.93  2.96
S  2.37  -1.81  4.30
H  0.04  0.86  3.57
H  1.14  0.62  4.92
H  0.34  -3.01  0.21
H  1.51  -5.16  -0.04
H  3.19  -5.88  1.61
H  3.67  -4.47  3.59
C  -4.54  2.08  -0.15
N  -3.60  2.58  -1.14
C  -4.15  3.31  -2.27
C  -2.29  2.40  -1.02
O  -1.77  1.80  -0.08
H  -5.18  2.90  0.19
H  -4.00  1.68  0.70
H  -5.17  1.31  -0.59
H  -4.81  2.66  -2.85
H  -3.35  3.67  -2.91
H  -4.73  4.16  -1.92
H  -1.67  2.87  -1.79
O  5.57  2.93  -0.74
C  5.39  3.49  -2.02
N  4.85  4.83  -1.99
C  3.52  5.09  -1.77
O  3.15  6.11  -1.22
C  2.54  4.08  -2.27
C  2.57  3.58  -3.56
C  1.60  2.66  -3.94
C  0.67  2.25  -2.99
N  0.65  2.72  -1.75
C  1.55  3.63  -1.40
H  4.69  2.75  -0.36
H  4.74  2.86  -2.63
H  6.37  3.52  -2.48
H  5.44  5.51  -1.53
H  3.33  3.91  -4.26
H  1.58  2.25  -4.94
H  -0.06  1.49  -3.23
H  1.50  4.02  -0.39

Here are the Mulliken charges for atoms 1 to 8, given in e: atom 1 (Ti): -1.904, atom 2 (C): -0.661, atom 3 (C): -0.542, atom 4 (C): -0.397, atom 5 (C): -0.702, atom 6 (C): 0.176, atom 7 (C): -0.962, atom 8 (N): 1.872


(3)
Computed, not measured: C42H47BCl5I2N3O4STi as an isolated structure, with wB97M-V/def2-TZVPD.

Calculated values
Frontier orbital gap (alpha / beta) ... 0.26991 / 0.26984 hartree
Total energy ... -170423.19800 eV
2S+1 ... 2
Energy relative to the best compared isomer or geometry (same formula, charge and spin) ... 1.597 eV
Lowest unoccupied orbital energy (alpha / beta) ... 1.73 / 1.73 eV
M ... 1179.67 g mol⁻¹
Charge ... -1
E_HOMO (alpha / beta) ... -5.610 / -5.612 eV

Cartesian coordinates (Å):
Ti  -0.34  0.15  -0.08
Cl  1.17  0.02  3.00
C  -0.55  0.21  3.08
C  -1.24  0.27  1.88
C  -2.62  0.42  1.99
Cl  -3.53  0.65  0.54
C  -3.29  0.39  3.20
Cl  -5.01  0.53  3.27
C  -2.56  0.27  4.38
Cl  -3.37  0.20  5.90
C  -1.17  0.22  4.32
Cl  -0.25  0.13  5.77
C  -1.48  4.17  6.19
C  -1.27  4.02  4.71
C  -2.35  3.85  3.84
C  -2.16  3.69  2.48
C  -0.87  3.71  1.97
C  0.21  3.91  2.81
C  0.01  4.05  4.17
S  -0.59  3.78  0.22
O  0.72  4.37  0.04
O  -1.70  4.53  -0.33
N  -0.60  2.27  -0.35
C  -0.56  2.39  -1.82
C  -0.85  1.08  -2.52
O  -0.77  0.93  -3.71
O  -1.21  0.08  -1.68
H  -2.46  4.61  6.41
H  -0.71  4.80  6.63
H  -1.44  3.20  6.68
H  -3.36  3.84  4.24
H  -3.00  3.59  1.80
H  1.20  4.00  2.37
H  0.86  4.21  4.82
H  0.41  2.73  -2.19
H  -1.32  3.09  -2.20
I  2.26  0.35  -0.67
C  4.76  3.02  0.77
I  3.89  2.76  2.58
H  4.69  3.99  0.32
H  4.94  2.13  0.18
C  -3.58  -1.89  -0.81
C  -3.46  -3.05  -1.78
C  -3.39  -4.38  -1.02
C  -2.37  -2.83  -2.82
C  -2.80  -2.65  -4.13
C  -1.91  -2.44  -5.17
C  -0.56  -2.41  -4.91
C  -0.08  -2.58  -3.62
C  1.42  -2.64  -3.39
C  2.18  -1.61  -4.24
C  1.96  -4.04  -3.69
C  -0.99  -2.76  -2.57
N  -0.48  -3.02  -1.25
B  -0.20  -2.20  -0.06
N  0.35  -3.21  0.85
C  0.42  -4.44  0.21
C  -0.07  -4.33  -1.03
C  0.77  -3.19  2.22
C  -0.16  -3.54  3.20
C  0.24  -3.51  4.53
C  1.55  -3.22  4.87
C  2.48  -2.98  3.88
C  2.11  -2.95  2.54
C  3.15  -2.71  1.46
C  3.87  -4.02  1.12
C  4.17  -1.64  1.84
C  -1.56  -4.03  2.84
C  -1.96  -5.26  3.64
C  -2.60  -2.93  2.98
H  -4.42  -2.04  -0.12
H  -3.74  -0.95  -1.35
H  -2.68  -1.77  -0.21
H  -4.39  -3.08  -2.35
H  -2.59  -4.39  -0.28
H  -3.22  -5.22  -1.70
H  -4.33  -4.55  -0.50
H  -3.87  -2.67  -4.34
H  -2.28  -2.29  -6.18
H  0.14  -2.26  -5.72
H  1.61  -2.42  -2.34
H  2.22  -1.91  -5.29
H  3.21  -1.54  -3.89
H  1.73  -0.62  -4.18
H  1.73  -4.33  -4.71
H  1.53  -4.79  -3.02
H  3.04  -4.07  -3.56
H  0.80  -5.32  0.72
H  -0.19  -5.09  -1.78
H  -0.47  -3.75  5.31
H  1.85  -3.20  5.91
H  3.51  -2.78  4.15
H  2.62  -2.37  0.57
H  4.38  -4.42  2.00
H  4.62  -3.85  0.34
H  3.18  -4.78  0.75
H  4.85  -1.99  2.62
H  3.70  -0.72  2.18
H  4.78  -1.39  0.97
H  -1.53  -4.32  1.78
H  -2.18  -5.01  4.68
H  -1.18  -6.03  3.63
H  -2.87  -5.70  3.22
H  -2.64  -2.57  4.02
H  -3.59  -3.29  2.71
H  -2.35  -2.09  2.34

Here are the Mulliken charges for atoms 1 to 8, given in e: atom 1 (Ti): -2.673, atom 2 (Cl): 0.003, atom 3 (C): 0.955, atom 4 (C): -1.312, atom 5 (C): 1.213, atom 6 (Cl): -0.218, atom 7 (C): 0.138, atom 8 (Cl): -0.232


(4)
Computed, not measured: a 6-piece molecular cluster, C42H47ClFO7P overall in a non-equilibrium geometry, with wB97M-V/def2-TZVPD.

Calculated values
Frontier orbital gap ... 0.33378 hartree
Total energy ... -83176.66044 eV
SMILES ... CCCCO[C@@]1(CC(=O)OC(C)=O)COC(=O)[C@]1(F)P(O)Cl.c1ccccc1.c1ccccc1.c1ccccc1.c1ccccc1.c1ccccc1
Lowest unoccupied orbital energy ... -0.03 eV
M ... 749.26 g mol⁻¹
Charge ... 0
E_HOMO ... -9.112 eV

Cartesian coordinates (Å):
C  -8.92  -1.72  0.32
C  -8.56  -1.57  -1.18
C  -7.38  -2.52  -1.57
C  -6.03  -1.81  -1.76
O  -5.99  -1.07  -2.98
C  -4.85  -0.23  -3.12
C  -3.60  -0.54  -2.28
C  -2.29  0.02  -2.82
O  -1.32  -0.63  -2.72
O  -2.19  1.25  -3.46
C  -1.27  2.05  -2.71
C  -1.85  2.62  -1.41
O  -0.21  2.27  -3.07
C  -4.53  -0.32  -4.67
O  -4.50  1.01  -5.24
C  -4.85  2.01  -4.39
O  -4.72  3.14  -4.54
C  -5.42  1.23  -3.15
F  -6.75  1.02  -3.62
P  -5.74  2.13  -1.51
O  -4.92  3.56  -1.56
Cl  -7.76  2.71  -1.61
H  -9.94  -1.34  0.47
H  -8.93  -2.77  0.64
H  -8.23  -1.17  0.99
H  -8.36  -0.52  -1.47
H  -9.44  -1.92  -1.74
H  -7.23  -3.21  -0.71
H  -7.64  -3.18  -2.42
H  -5.27  -2.62  -1.85
H  -5.84  -1.22  -0.85
H  -3.44  -1.62  -2.16
H  -3.79  -0.16  -1.25
H  -2.78  3.14  -1.69
H  -1.10  3.31  -1.00
H  -2.04  1.82  -0.68
H  -3.67  -0.94  -4.96
H  -5.40  -0.77  -5.19
H  -5.48  4.30  -1.30
C  -4.37  0.54  4.28
C  -3.99  -0.78  4.50
C  -4.39  -1.77  3.61
C  -5.17  -1.44  2.51
C  -5.54  -0.13  2.29
C  -5.14  0.87  3.17
H  -4.05  1.32  4.97
H  -3.38  -1.03  5.36
H  -4.10  -2.80  3.79
H  -5.48  -2.22  1.82
H  -6.14  0.13  1.42
H  -5.44  1.90  3.00
C  4.42  -0.26  -1.09
C  3.70  -1.35  -1.56
C  2.47  -1.16  -2.18
C  1.97  0.12  -2.34
C  2.69  1.22  -1.88
C  3.91  1.03  -1.25
H  5.38  -0.41  -0.60
H  4.10  -2.35  -1.44
H  1.91  -2.01  -2.53
H  1.01  0.27  -2.82
H  2.29  2.22  -2.01
H  4.47  1.88  -0.88
C  8.22  1.89  1.58
C  6.90  1.59  1.29
C  6.07  1.04  2.27
C  6.57  0.81  3.54
C  7.89  1.11  3.84
C  8.72  1.65  2.86
H  8.86  2.31  0.82
H  6.51  1.78  0.30
H  5.04  0.80  2.04
H  5.93  0.39  4.31
H  8.28  0.93  4.83
H  9.75  1.88  3.09
C  12.37  -1.99  0.42
C  11.75  -2.42  1.59
C  10.46  -2.02  1.88
C  9.77  -1.20  0.99
C  10.38  -0.78  -0.18
C  11.68  -1.17  -0.47
H  13.38  -2.30  0.19
H  12.29  -3.07  2.27
H  9.98  -2.35  2.79
H  8.75  -0.89  1.22
H  9.84  -0.14  -0.87
H  12.16  -0.83  -1.38
C  -1.42  0.28  1.91
C  -0.60  -0.30  0.95
C  0.78  -0.28  1.11
C  1.34  0.30  2.24
C  0.53  0.87  3.20
C  -0.85  0.86  3.04
H  -2.50  0.27  1.79
H  -1.04  -0.75  0.07
H  1.42  -0.73  0.35
H  2.42  0.30  2.36
H  0.97  1.32  4.08
H  -1.49  1.31  3.79

Here are the Mulliken charges for atoms 1 to 8, given in e: atom 1 (C): -1.114, atom 2 (C): -0.138, atom 3 (C): -1.133, atom 4 (C): -0.114, atom 5 (O): -0.380, atom 6 (C): 1.219, atom 7 (C): -0.216, atom 8 (C): 0.008